(1)
{"formula": "C9H18Si", "method": "ωB97M-V/def2-TZVPD", "charge": 0, "energy_ev": -17496.2250, "de_lowest_kj_mol": 528.9, "homo_energy_ev": [-8.16, -7.14], "fmax_ev_per_a": 3.5, "symbols": ["C", "C", "C", "C", "C", "C", "C", "C", "C", "Si", "H", "H", "H", "H", "H", "H", "H", "H", "H", "H", "H", "H", "H", "H", "H", "H", "H", "H"], "positions_angstrom": [[-3.15596, -0.91510, -2.29585], [-2.31707, -0.71630, -1.41310], [2.68584, 1.81117, 0.63870], [-2.35442, 1.75124, 0.78857], [1.13804, -1.92030, 1.00508], [0.86161, -1.94513, -1.60916], [1.51783, 2.27491, -0.14595], [-1.58386, 0.54285, 1.29791], [0.12515, -1.91437, -0.21746], [-0.91070, -0.29312, -0.32396], [-4.04428, -1.28434, -2.84468], [3.65386, 1.89833, -0.00308], [2.81122, 2.49479, 1.42349], [2.69956, 0.80989, 1.03488], [-3.24325, 1.46730, 0.26483], [-2.82754, 2.28181, 1.64879], [-1.69472, 2.42086, 0.23182], [0.48557, -1.71423, 1.93293], [1.71642, -2.83452, 0.77980], [2.00411, -1.16284, 1.16681], [1.58533, -2.87147, -1.75032], [1.65631, -1.20708, -1.72298], [0.24822, -2.02726, -2.49455], [1.72729, 2.46999, -1.14783], [0.67463, 2.68726, 0.27434], [-2.36158, -0.18323, 1.72883], [-0.66776, 0.89442, 1.94493], [-0.42984, -2.81555, -0.19280]], "atomic_forces_ev_per_a": [[0.02, -0.51, 1.34], [-1.38, 0.06, -1.82], [1.76, 0.17, -2.09], [-0.33, 0.83, 1.76], [-0.11, 1.16, -0.01], [2.48, -2.34, 0.46], [1.43, -1.65, -0.15], [0.67, -0.76, -0.34], [2.19, 2.55, -0.97], [0.32, -0.45, 0.94], [1.27, 0.66, 0.43], [-1.63, -0.21, 1.00], [0.39, 0.82, 1.58], [-0.35, -0.42, 0.17], [-0.18, -0.30, -1.05], [0.74, 0.09, -0.38], [-0.44, 0.10, -0.09], [1.30, -1.45, -0.98], [-0.53, -0.19, 1.42], [-1.75, -0.58, -1.18], [-1.58, 1.03, 0.73], [-0.61, 0.77, 0.03], [-0.49, 0.45, -0.03], [-0.18, 0.32, -1.57], [-1.66, 0.79, 1.01], [1.58, 0.91, 0.13], [-2.01, -1.09, -0.81], [-0.92, -0.75, 0.45]]}


(2)
{"formula": "C6H7NO", "method": "ωB97M-V/def2-TZVPD", "charge": 0, "energy_ev": -9867.0690, "de_lowest_kj_mol": 539.2, "homo_energy_ev": -9.22, "fmax_ev_per_a": 7.6, "symbols": ["C", "C", "C", "C", "O", "C", "C", "N", "H", "H", "H", "H", "H", "H", "H"], "positions_angstrom": [[-2.97360, -0.29065, 0.35244], [-1.67121, -0.24249, 0.25378], [-0.23342, 0.10307, 0.28596], [-0.36943, 1.49274, -0.09342], [0.35531, 2.51693, 0.18005], [0.65852, -0.55682, -0.82810], [1.82132, -0.63991, 0.11497], [0.86944, -0.31797, 1.26884], [-3.94149, -0.80797, 0.01372], [-1.19341, 1.46496, -0.96613], [0.10826, -1.47258, -1.26566], [0.89063, 0.01190, -1.65258], [2.21469, -1.66000, 0.03324], [2.54906, 0.14855, 0.09322], [0.91535, 0.25026, 2.20966]], "atomic_forces_ev_per_a": [[5.83, -1.33, -1.82], [-7.21, -1.58, 1.95], [1.61, -1.17, 1.00], [2.31, 6.17, -2.04], [-3.34, -4.67, -0.73], [-2.13, -1.56, -0.19], [-1.14, -0.45, 1.98], [-2.58, 0.44, 0.80], [1.83, 1.36, 1.00], [1.54, 1.06, 1.57], [1.40, 0.93, 1.20], [0.09, 1.73, -1.96], [0.46, 0.33, 0.97], [0.57, 0.12, -0.79], [0.76, -1.39, -2.95]]}